{"formula": "C24H22BrGeI2N2Rb", "method": "ωB97M-V/def2-TZVPD", "species": ["Rb", "I", "C", "I", "H", "H", "Ge", "C", "C", "C", "C", "C", "C", "C", "C", "C", "C", "C", "C", "H", "H", "H", "H", "H", "H", "H", "H", "H", "H", "H", "Br", "C", "C", "C", "C", "N", "C", "H", "H", "H", "H", "N", "C", "C", "C", "C", "C", "C", "H", "H", "H", "H", "H"], "positions_angstrom": [[-0.092557, 0.187445, -0.005111], [3.491468, -0.663677, 0.345709], [3.088694, -2.749352, 0.296535], [1.062341, -3.264252, -0.015684], [3.407886, -3.149341, 1.250776], [3.679519, -3.160682, -0.512547], [-2.736951, -1.858126, -0.138000], [-4.730301, -1.657186, -0.011808], [-5.484961, -1.653334, -1.187437], [-6.855345, -1.443971, -1.182408], [-7.520351, -1.221170, 0.015115], [-6.798531, -1.224871, 1.198283], [-5.427539, -1.443429, 1.177977], [-2.563106, -3.857864, 0.015263], [-2.985578, -4.629054, 1.099360], [-2.778171, -5.995634, 1.147232], [-2.135198, -6.645050, 0.099455], [-1.712397, -5.911131, -0.993977], [-1.926871, -4.535847, -1.024722], [-2.486654, -1.540618, 1.429572], [-4.984155, -1.806269, -2.138081], [-7.406138, -1.451657, -2.114460], [-8.589574, -1.059506, 0.024746], [-7.306538, -1.072060, 2.143141], [-4.884044, -1.460517, 2.116646], [-3.492703, -4.144579, 1.926095], [-3.117803, -6.563340, 2.004358], [-1.971108, -7.713834, 0.137133], [-1.215996, -6.400608, -1.821571], [-1.599340, -3.972664, -1.894671], [-3.188977, 5.385650, -2.213659], [-3.390597, 3.855175, -1.124715], [-4.559014, 3.632878, -0.416040], [-4.633787, 2.494298, 0.364803], [-3.536455, 1.648269, 0.423644], [-2.412932, 1.869908, -0.251663], [-2.357101, 2.938166, -1.037737], [-5.382466, 4.330308, -0.477000], [-5.527163, 2.250318, 0.918301], [-3.564326, 0.756586, 1.030638], [-1.445573, 3.091790, -1.605559], [0.861625, 2.741099, 0.402991], [0.367253, 3.918252, 0.531843], [-0.704664, 4.172554, 1.465106], [-1.285941, 5.410039, 1.503351], [-0.846040, 6.434359, 0.657436], [0.208236, 6.218132, -0.238014], [0.822098, 4.999296, -0.312823], [-1.044204, 3.361426, 2.095301], [-2.099725, 5.598803, 2.190131], [-1.326427, 7.400649, 0.693160], [0.533433, 7.024069, -0.880536], [1.630448, 4.804854, -1.001179]], "forces_ev_per_a": [[-0.11, -0.50, -0.08], [0.06, 0.07, 0.01], [0.15, -0.09, 0.02], [-0.14, -0.16, -0.01], [-0.01, 0.00, -0.02], [-0.02, 0.00, 0.02], [-0.05, -0.08, -0.03], [-0.03, 0.02, -0.08], [0.08, 0.04, -0.07], [-0.05, -0.01, -0.01], [-0.01, -0.02, -0.03], [-0.08, 0.01, 0.06], [0.13, -0.02, 0.10], [0.13, 0.02, -0.09], [-0.08, 0.17, 0.12], [0.01, -0.14, 0.02], [0.00, -0.04, 0.01], [-0.01, 0.03, 0.01], [0.02, 0.02, -0.13], [0.06, 0.05, 0.04], [0.02, -0.01, -0.02], [-0.03, 0.00, -0.03], [-0.06, 0.02, 0.01], [-0.01, 0.02, 0.02], [0.02, 0.03, 0.03], [-0.01, 0.02, 0.03], [-0.01, -0.02, 0.03], [0.00, -0.04, 0.01], [0.02, -0.04, -0.05], [0.01, 0.00, 0.00], [-0.01, 0.00, 0.00], [-0.03, -0.12, -0.06], [0.03, 0.09, -0.02], [0.05, -0.06, -0.01], [-0.08, 0.02, 0.07], [-0.06, 0.12, -0.11], [0.04, 0.25, -0.03], [-0.02, 0.01, -0.02], [-0.08, -0.01, 0.04], [-0.01, -0.16, 0.09], [0.00, 0.03, 0.01], [0.23, 0.29, 0.15], [0.02, -0.05, -0.12], [-0.08, 0.13, 0.08], [0.00, -0.10, 0.07], [-0.04, 0.06, 0.02], [0.10, -0.08, -0.05], [-0.10, 0.15, 0.04], [0.02, 0.03, -0.02], [-0.02, -0.01, 0.02], [-0.03, 0.05, 0.00], [0.02, 0.02, -0.03], [0.04, -0.01, -0.03]], "total_charge": 0, "orbital_gap_ev": [3.721, 4.696], "lumo_energy_ev": [-2.37, -1.39], "e_homo_ev": [-6.1, -6.1]}


{"formula": "C24H22F2NO2S", "method": "ωB97M-V/def2-TZVPD", "species": ["F", "C", "C", "C", "C", "C", "C", "C", "C", "C", "C", "C", "F", "C", "C", "C", "C", "H", "H", "H", "H", "H", "H", "H", "H", "H", "H", "H", "C", "S", "C", "C", "C", "C", "C", "C", "N", "O", "O", "C", "C", "H", "H", "H", "H", "H", "H", "H", "H", "H", "H", "H"], "positions_angstrom": [[-3.086294, 5.836296, 0.169542], [-3.181830, 4.465313, 0.191200], [-4.447540, 3.887047, 0.102461], [-4.498405, 2.481819, 0.076763], [-3.338186, 1.707308, 0.089094], [-2.049231, 2.308562, 0.184415], [-0.800799, 1.588956, 0.148272], [0.420501, 2.274677, 0.039158], [1.711737, 1.776621, 0.195760], [2.892358, 2.598459, 0.170723], [2.880375, 4.032049, 0.157285], [4.094753, 4.708769, 0.107339], [4.080441, 6.085807, 0.095859], [5.333524, 4.068917, 0.070113], [5.344783, 2.667658, 0.091911], [4.156730, 1.950537, 0.142157], [-2.016068, 3.724406, 0.291565], [-5.344996, 4.513549, 0.060815], [-5.479895, 2.006336, 0.035560], [-3.411175, 0.625010, -0.002414], [-0.811027, 0.506370, 0.170506], [0.369300, 3.327410, -0.247775], [1.847703, 0.695802, 0.303432], [1.945779, 4.597432, 0.192335], [6.254605, 4.638747, 0.027809], [6.287701, 2.121185, 0.067994], [4.152280, 0.858499, 0.154268], [-1.076852, 4.253135, 0.433483], [-2.928658, -4.167891, -0.040978], [-2.763290, -2.359386, -0.339175], [-3.885852, -1.959252, 1.072488], [-1.173611, -2.008992, 0.160756], [-0.107154, -2.905223, -0.134565], [0.977099, -3.138645, 0.795565], [2.017830, -3.977729, 0.463231], [2.094837, -4.499699, -0.852403], [3.303353, -5.089874, -1.326052], [3.349224, -5.498931, -2.511982], [4.273589, -5.195584, -0.538460], [0.983461, -4.406730, -1.726769], [-0.080341, -3.606328, -1.389345], [-2.232163, -4.715353, -0.666972], [-2.778437, -4.400595, 1.013011], [-3.944712, -4.409697, -0.331192], [-3.803858, -0.905054, 1.317406], [-4.882155, -2.179654, 0.672198], [-3.662712, -2.590945, 1.937551], [-0.996910, -1.171999, 0.833817], [0.983101, -2.606901, 1.757185], [2.839142, -4.192823, 1.146736], [1.037428, -4.913757, -2.686810], [-0.849481, -3.405615, -2.144894]], "forces_ev_per_a": [[-0.06, -1.49, 0.18], [0.07, 0.94, -0.03], [0.50, -0.45, 0.05], [0.00, 0.19, 0.00], [0.43, 0.07, 0.00], [-0.74, 0.74, -0.07], [0.73, 0.69, -0.07], [-0.18, 0.23, -0.29], [-0.49, -0.02, -0.31], [0.68, 0.48, -0.04], [0.22, -0.35, -0.05], [-0.52, 0.97, 0.00], [-0.06, -1.58, 0.02], [-0.45, -0.68, 0.03], [-0.02, 0.05, -0.04], [-0.53, -0.08, 0.10], [-0.22, 0.14, -0.21], [0.41, -0.31, 0.02], [0.38, 0.04, -0.06], [0.02, 0.29, -0.03], [0.00, -0.08, 0.09], [-0.01, -0.37, 0.36], [0.04, 0.27, 0.11], [0.46, -0.11, 0.01], [-0.15, 0.03, 0.02], [-0.23, 0.25, 0.00], [0.21, 0.32, 0.00], [-0.41, 0.01, -0.03], [-0.21, 0.17, -0.27], [-0.50, -0.83, 0.72], [0.16, -0.13, -0.49], [0.49, 0.72, 0.63], [0.74, -0.55, -0.41], [-0.78, 0.33, -0.57], [0.64, 0.17, -1.06], [-1.56, 0.29, 0.46], [2.12, -1.77, -0.74], [-0.19, 0.90, 2.15], [-1.79, 0.39, -1.29], [1.15, 0.03, 0.29], [-0.02, 0.34, 0.75], [0.04, 0.10, 0.00], [0.20, 0.22, -0.10], [-0.18, -0.10, -0.09], [0.01, -0.02, 0.05], [0.14, 0.12, 0.21], [0.12, 0.21, -0.24], [-0.53, -0.62, 0.28], [-0.18, -0.46, -0.37], [-0.21, 0.21, -0.18], [0.04, 0.23, 0.15], [0.20, -0.16, 0.38]], "total_charge": 1, "orbital_gap_ev": 3.192, "lumo_energy_ev": -6.17, "e_homo_ev": -9.4}


{"formula": "C24H22FeO8", "method": "ωB97M-V/def2-TZVPD", "species": ["C", "C", "O", "C", "C", "C", "C", "C", "C", "C", "C", "C", "O", "C", "O", "O", "C", "C", "O", "H", "H", "H", "H", "H", "H", "H", "H", "H", "H", "H", "H", "H", "H", "H", "O", "C", "Fe", "C", "O", "C", "O", "C", "C", "C", "C", "C", "C", "C", "H", "H", "H", "H", "H", "H", "H"], "positions_angstrom": [[-1.101131, -5.210793, -1.022472], [-1.627525, -4.209766, -0.035252], [-0.473746, -3.581409, 0.580716], [-0.796264, -2.423461, 1.191746], [0.390175, -1.697414, 1.653669], [1.567501, -1.660965, 0.807940], [2.873981, -1.335354, 1.487438], [3.100705, -1.508509, 2.861955], [4.254597, -1.000216, 3.464961], [5.225355, -0.349724, 2.691010], [5.072632, -0.306597, 1.297381], [3.933891, -0.848540, 0.700326], [1.544717, -1.865916, -0.408367], [0.175782, -0.594042, 2.587227], [0.895822, 0.399329, 2.660102], [-0.928726, -0.756138, 3.345614], [-1.189974, 0.317403, 4.277776], [-2.644866, 0.233368, 4.650674], [-1.952211, -2.028883, 1.277982], [-1.937952, -5.736697, -1.487105], [-0.528727, -4.700980, -1.805915], [-0.444354, -5.944825, -0.544356], [-2.227892, -3.443639, -0.539889], [-2.250803, -4.670260, 0.743678], [2.358057, -2.043935, 3.454692], [4.379362, -1.097449, 4.545281], [6.094069, 0.104302, 3.174714], [5.844755, 0.148091, 0.673319], [3.842062, -0.855205, -0.386901], [-0.542083, 0.196033, 5.157077], [-0.962940, 1.277605, 3.801329], [-2.866655, 0.995928, 5.399527], [-3.278582, 0.425434, 3.778191], [-2.916621, -0.742942, 5.065337], [-4.206549, 0.726548, -6.385436], [-3.757834, 0.601747, -5.324428], [-3.108326, 0.525885, -3.649530], [-2.205041, 2.078398, -3.921066], [-1.801402, 3.119734, -4.230808], [-4.518572, 1.475883, -3.165587], [-5.401419, 2.223035, -3.044555], [-2.360979, 0.272091, -1.757065], [-3.286902, -0.656042, -1.150707], [-4.120558, -1.379228, -1.935272], [-4.014652, -1.252938, -3.374697], [-2.776466, -1.564052, -4.023670], [-1.529661, -1.349070, -3.436572], [-1.367821, -0.187685, -2.667423], [-2.175532, 1.217103, -1.227308], [-3.328464, -0.708146, -0.059662], [-4.924032, -1.995849, -1.514513], [-4.938988, -1.370496, -3.960077], [-2.838940, -2.071936, -4.991303], [-0.647532, -1.910344, -3.760321], [-0.405449, 0.337750, -2.682675]], "forces_ev_per_a": [[0.25, -0.20, -0.21], [-0.06, -0.12, -0.14], [-0.66, 0.66, 0.42], [-1.55, -0.84, -0.68], [-1.03, 0.47, -0.36], [2.36, -0.49, -1.09], [0.83, -0.13, -0.10], [-0.03, 0.23, -0.25], [-0.04, -0.08, -0.23], [-0.39, -0.17, -0.13], [-0.01, -0.25, 0.27], [-0.21, 0.33, 0.13], [-0.63, 0.29, 1.39], [0.07, 1.73, 1.22], [-0.86, -1.36, -0.32], [0.94, 0.19, -0.09], [-0.06, 0.09, 0.04], [-0.39, -0.01, 0.01], [1.52, -0.22, 0.08], [0.07, 0.00, 0.01], [-0.12, -0.11, 0.13], [-0.14, 0.09, -0.05], [0.18, -0.12, 0.16], [0.22, 0.15, -0.11], [0.13, 0.30, 0.03], [0.02, 0.01, -0.36], [-0.28, -0.19, -0.21], [-0.23, -0.18, 0.21], [-0.14, 0.16, 0.34], [-0.03, 0.00, -0.29], [0.05, -0.26, 0.11], [0.00, -0.03, -0.01], [0.11, -0.08, 0.13], [0.14, 0.14, -0.08], [0.54, -0.25, 1.64], [-0.93, 0.42, -3.88], [-0.22, 1.40, -0.91], [1.69, 3.27, -1.00], [-0.62, -1.56, 0.51], [-3.06, 2.64, 0.78], [1.54, -1.54, -0.03], [2.15, 0.10, 1.52], [-0.57, -0.13, 0.26], [-0.11, 0.30, 0.22], [-0.95, -2.63, -0.68], [-1.18, -1.09, 0.25], [1.28, -1.23, -0.31], [0.20, 0.39, 1.92], [0.21, -0.64, -0.02], [-0.14, 0.13, -0.35], [0.30, 0.26, -0.12], [0.53, -0.44, 0.32], [0.02, 0.23, 0.17], [-0.31, 0.44, -0.25], [-0.36, -0.09, -0.03]], "total_charge": 0, "relative_energy_kcal_mol": 0.00, "s2": 6.144, "spin_multiplicity": 5, "orbital_gap_ev": [6.066, 5.383], "lumo_energy_ev": [-0.14, -2.84], "e_homo_ev": [-6.2, -8.2]}


Number 1: maximum force 0.5 eV Å⁻¹, electronic energy -171636.1203 eV. Number 2: maximum force 2.9 eV Å⁻¹, electronic energy -47086.7164 eV. Number 3: maximum force 4.1 eV Å⁻¹, electronic energy -76005.2829 eV.